[1]
Molecular formula: C3H2FO2Pt
Method: DFT, ωB97M-V/def2-TZVPD

As for the energy above the lowest of the compared OMol25 structures with the same formula, charge and spin: 1.3 kcal/mol. As for the expectation value of S²: 3.762. The value obtained for the largest force on an atom is 0.078 Eh/bohr. As for the spin multiplicity: 4. Its gap between HOMO and LUMO (alpha / beta) is 6.05 / 6.81 eV. As for the HOMO energy (alpha / beta): -5.776 / -9.325 eV.

XYZ file:
```
9
Properties=species:S:1:pos:R:3:forces:R:3:mulliken_charge:R:1
C -0.4610 0.6723 0.7621 0.844 -1.502 -0.539 0.057
C 1.0191 -0.7390 -0.5595 -1.802 -3.101 1.819 0.355
O 0.2320 -0.3915 0.9543 1.826 -0.777 -1.661 -0.276
O -0.3287 1.1131 -0.4780 0.922 0.916 -2.350 -0.172
C 0.7133 0.4729 -1.2193 -0.520 1.944 1.566 -0.288
H 2.0503 -1.0488 -0.3709 -0.343 0.274 0.185 0.235
F 0.3050 -1.8711 -0.9932 0.952 1.639 0.511 -0.225
H 1.5449 1.1638 -1.3776 -0.430 -0.079 -0.755 0.299
Pt -1.8519 1.3378 1.8327 -1.448 0.686 1.224 0.015
```
Forces are in eV/Å.



[2]
Molecular formula: C54H65N3O5STi
Method: DFT, ωB97M-V/def2-TZVPD

As for the energy above the lowest of the compared OMol25 structures with the same formula, charge and spin: 82.5 kcal/mol. The value obtained for the largest force on an atom is 0.050 Eh/bohr. Its gap between HOMO and LUMO is 7.35 eV. As for the HOMO energy: -7.701 eV.

XYZ file:
```
129
Properties=species:S:1:pos:R:3:forces:R:3:mulliken_charge:R:1
Ti -0.9127 -0.3783 1.1336 0.119 -0.087 -0.043 -0.649
C 1.1596 0.0492 -3.2725 0.014 0.039 0.027 -1.060
O 0.6905 -0.1351 -1.9431 -0.060 -0.117 0.039 0.354
C -0.6394 0.2019 -1.7864 -0.024 0.035 -0.106 -1.613
C -0.9992 1.5144 -1.4746 -0.060 0.030 -0.274 2.081
C 0.0425 2.5799 -1.2317 -0.075 -0.014 -0.008 -2.117
C 0.3590 2.9870 0.1935 0.045 0.160 0.001 0.333
C 0.4741 4.3419 0.5020 0.058 0.004 0.018 -0.301
C 1.0221 4.7909 1.6988 -0.024 0.004 -0.003 -0.040
C 1.5364 3.8264 2.5666 0.010 -0.012 0.013 -0.589
C 1.4164 2.4706 2.3121 0.069 0.007 0.027 -0.383
C 2.0971 1.4154 3.1592 0.025 -0.002 0.026 -0.889
C 2.8006 0.3930 2.2838 -0.001 -0.114 0.049 -0.224
C 3.8041 0.8001 1.4128 -0.001 -0.008 0.007 -0.206
C 4.3514 -0.0633 0.4726 -0.003 0.021 0.011 -0.036
C 3.8526 -1.3625 0.4235 -0.044 0.010 -0.044 -0.581
C 2.8462 -1.8144 1.2669 -0.036 0.065 0.008 -0.063
C 2.3679 -3.2437 1.1299 -0.007 -0.086 0.094 -1.578
C 1.3184 -3.6123 0.0871 0.155 -0.084 -0.112 -0.437
C 1.4184 -4.8962 -0.4512 0.038 0.028 -0.078 -0.351
C 0.5912 -5.3564 -1.4649 -0.020 0.046 0.032 0.207
C -0.2932 -4.4330 -2.0166 0.072 0.014 -0.036 -0.642
C -0.4276 -3.1425 -1.5299 0.111 -0.012 -0.152 -0.156
C -1.2621 -2.1961 -2.3829 -0.084 -0.044 0.090 -2.173
C -1.6162 -0.7843 -1.9745 0.084 0.061 -0.176 1.805
C -2.9503 -0.3953 -1.9693 0.055 0.116 -0.157 -1.300
C -3.3450 0.9264 -1.7719 0.113 -0.018 -0.282 1.166
C -2.3485 1.8534 -1.4950 0.140 0.009 -0.232 -1.123
C -4.7952 1.3525 -1.9912 -0.123 0.136 -0.161 2.110
C -5.1208 2.6535 -1.2518 0.536 -0.110 -0.476 -3.116
C -5.7825 0.2766 -1.5270 -0.003 -0.501 -0.359 -1.322
C -4.9865 1.5768 -3.5005 0.006 -0.080 0.004 -2.040
C 0.3036 -2.7854 -0.3915 -0.321 -0.051 -0.022 0.350
O -0.0295 -1.6730 0.2729 -0.003 0.011 0.307 0.909
C 0.6365 -6.7853 -2.0018 0.004 0.002 -0.005 2.091
C 0.9683 -6.7731 -3.5002 0.004 0.001 0.002 -1.674
C 1.6850 -7.6373 -1.2868 0.002 0.004 0.001 -2.101
C -0.7377 -7.4373 -1.7935 0.003 -0.003 -0.003 -1.599
C 2.3534 -0.9242 2.2205 0.138 0.024 0.121 -0.035
O 1.2907 -1.2584 3.0315 0.271 0.037 -0.260 -0.096
C 1.4902 -2.2125 4.0632 0.100 0.026 0.087 -1.290
C 5.4433 0.3633 -0.5068 0.010 0.009 -0.010 2.187
C 4.9235 0.2072 -1.9428 -0.019 -0.001 -0.007 -1.501
C 6.6809 -0.5234 -0.3139 0.001 -0.004 -0.005 -1.827
C 5.8606 1.8207 -0.3082 -0.003 -0.002 0.000 -2.200
C 0.7327 2.0656 1.1647 -0.054 0.011 -0.162 0.468
O 0.5196 0.7528 0.9767 -0.225 0.002 0.273 0.283
C 1.1106 6.2707 2.0698 0.004 0.003 -0.009 2.103
C 0.5532 7.1770 0.9720 0.001 -0.006 0.000 -2.068
C 2.5735 6.6644 2.3163 0.002 -0.008 -0.008 -1.702
C 0.2994 6.5119 3.3506 0.005 0.006 0.004 -1.605
H 0.4484 -0.3341 -4.0084 -0.013 -0.035 0.002 0.372
H 1.3355 1.1089 -3.4858 -0.011 -0.013 -0.014 0.257
H 2.0985 -0.4953 -3.3551 -0.004 0.012 0.008 0.164
H 0.9804 2.2559 -1.6897 0.000 0.020 0.083 0.252
H -0.2653 3.4874 -1.7557 -0.020 -0.038 -0.063 0.496
H 0.1491 5.0546 -0.2458 0.002 0.000 -0.001 0.509
H 2.0573 4.1318 3.4681 0.000 0.001 0.000 0.486
H 2.8192 1.9138 3.8104 0.001 -0.016 0.005 0.525
H 1.3785 0.9056 3.8005 -0.020 -0.003 0.005 0.265
H 4.1228 1.8341 1.4610 0.004 -0.001 0.003 0.599
H 4.2433 -2.0592 -0.3119 -0.007 -0.002 0.012 0.530
H 3.2489 -3.8180 0.8336 0.003 -0.050 0.100 0.643
H 2.0776 -3.6502 2.0979 -0.105 0.075 0.034 0.525
H 2.1856 -5.5431 -0.0440 0.009 -0.002 -0.005 0.628
H -0.8973 -4.7127 -2.8742 0.006 -0.002 -0.002 0.558
H -0.7131 -2.1166 -3.3270 0.007 -0.027 -0.025 0.469
H -2.1901 -2.7136 -2.6349 -0.034 0.039 0.038 0.673
H -3.6942 -1.1607 -2.1535 0.003 0.002 -0.015 0.227
H -2.6070 2.8842 -1.2848 -0.010 -0.005 -0.019 0.308
H -4.8946 2.5749 -0.1844 0.140 0.219 -2.581 1.123
H -4.5682 3.5009 -1.6601 0.033 0.053 -0.156 0.434
H -6.1836 2.8787 -1.3598 -0.041 0.008 -0.005 0.358
H -5.6394 0.0386 -0.4706 -0.285 -0.332 -1.932 -0.259
H -6.8040 0.6390 -1.6577 -0.053 0.017 0.002 0.471
H -5.6908 -0.6437 -2.1042 -0.020 -0.004 -0.164 0.349
H -4.2959 2.3379 -3.8682 0.004 0.013 0.017 0.364
H -4.8031 0.6560 -4.0575 -0.002 -0.012 -0.027 0.319
H -6.0072 1.9077 -3.7082 -0.002 -0.003 0.008 0.508
H 1.9329 -6.2937 -3.6775 0.002 -0.003 0.000 0.341
H 1.0162 -7.7947 -3.8847 -0.002 0.000 -0.001 0.468
H 0.2140 -6.2353 -4.0756 0.003 0.005 0.003 0.315
H 2.6926 -7.2432 -1.4330 0.001 0.002 0.002 0.390
H 1.4904 -7.6968 -0.2144 0.001 -0.003 0.001 0.397
H 1.6638 -8.6525 -1.6875 0.000 0.000 0.000 0.437
H -1.5218 -6.8859 -2.3139 -0.002 -0.004 0.000 0.312
H -0.7343 -8.4623 -2.1722 -0.001 0.001 -0.002 0.444
H -0.9939 -7.4628 -0.7325 0.002 -0.003 0.002 0.350
H 2.5548 -2.3789 4.2384 0.007 0.003 -0.023 0.453
H 1.0040 -3.1580 3.8145 0.006 0.012 0.003 0.232
H 1.0312 -1.8198 4.9714 0.035 -0.030 -0.004 0.202
H 4.6378 -0.8244 -2.1548 -0.003 0.008 -0.002 0.316
H 4.0467 0.8395 -2.1013 0.004 -0.013 0.005 0.201
H 5.6948 0.4985 -2.6599 0.002 0.005 0.001 0.504
H 6.4518 -1.5747 -0.4928 0.002 0.001 0.000 0.293
H 7.4711 -0.2278 -1.0082 0.000 -0.001 0.000 0.480
H 7.0654 -0.4319 0.7036 0.002 0.002 -0.001 0.395
H 5.0227 2.5036 -0.4616 0.000 0.001 -0.003 0.370
H 6.2641 1.9905 0.6918 0.000 0.002 0.003 0.426
H 6.6378 2.0774 -1.0306 0.001 0.000 0.002 0.435
H 1.1096 7.0690 0.0389 0.002 0.002 -0.001 0.395
H -0.4993 6.9661 0.7724 0.001 0.000 -0.003 0.391
H 0.6306 8.2192 1.2871 -0.004 -0.001 0.002 0.438
H 3.1777 6.4788 1.4262 0.001 0.005 -0.001 0.339
H 2.6420 7.7264 2.5633 -0.001 -0.001 0.004 0.479
H 3.0098 6.1017 3.1422 0.001 -0.004 -0.003 0.314
H -0.7513 6.2599 3.1938 0.000 -0.002 0.002 0.273
H 0.6700 5.9017 4.1753 -0.001 0.006 0.001 0.325
H 0.3607 7.5612 3.6495 -0.001 0.000 -0.001 0.464
N -1.8926 -4.1055 2.6573 -0.033 0.017 0.002 -0.342
C -2.1402 -2.8357 2.2246 0.005 0.098 0.030 0.661
S -1.5285 -1.5107 3.2267 -0.181 -0.136 -0.278 -0.729
N -2.7845 -2.6668 1.1152 -0.079 0.060 -0.080 -1.462
N -2.8632 -1.2889 0.8393 -0.034 -0.101 0.488 1.436
C -4.0415 -0.7937 0.8885 0.156 -0.184 0.120 -0.615
C -4.3213 0.6177 0.9917 0.347 0.295 0.816 0.336
C -5.6489 1.0592 1.0604 -0.200 0.351 1.791 0.189
C -5.9446 2.3794 1.3168 -0.386 -0.377 1.355 -1.255
C -4.8982 3.2844 1.5206 0.098 0.174 1.210 -0.336
C -3.5832 2.8730 1.4725 -0.078 0.151 0.400 -1.292
C -3.2759 1.5294 1.2203 -0.065 -0.266 0.134 -0.288
O -2.0188 1.1418 1.2110 -0.195 0.246 0.304 1.481
H -1.6626 -4.2198 3.6282 0.001 -0.005 0.000 0.269
H -2.4289 -4.8379 2.2199 0.011 -0.009 -0.008 0.257
H -4.8753 -1.4918 0.9670 0.018 -0.025 0.015 0.312
H -6.4466 0.3387 0.9150 -0.035 0.234 0.462 0.616
H -6.9725 2.7113 1.3661 0.009 0.007 -0.037 0.449
H -5.1223 4.3242 1.7242 -0.004 0.000 -0.041 0.452
H -2.7604 3.5578 1.6367 -0.008 0.008 -0.023 0.769
```
Forces are in eV/Å.